C56H88N14 | ωB97M-V with the def2-TZVPD basis set

Results
M ... 957.42 g/mol
Charge ... 0
Energy relative to the best compared isomer or geometry (same formula, charge and spin) ... 109.1 kcal per mole
Electronic energy ... -80352.902 eV

Each line ends with the Mulliken charge.
Cartesian coordinates (Å):
C (-7.252, 0.441, 5.748)  -1.103
C (-8.027, 1.077, 6.962)  -0.505
C (-9.274, 1.921, 6.616)  -0.376
C (-9.895, 2.570, 7.830)  0.108
N (-10.424, 3.092, 8.677)  -0.366
H (-6.203, 0.257, 5.981)  0.325
H (-7.446, 0.985, 4.824)  0.328
H (-7.715, -0.520, 5.527)  0.293
H (-7.445, 1.802, 7.530)  0.321
H (-8.251, 0.392, 7.779)  0.394
H (-10.034, 1.348, 6.083)  0.304
H (-8.933, 2.690, 5.923)  0.277
C (1.092, 8.047, -6.201)  -1.124
C (2.365, 7.179, -6.117)  -0.399
C (2.179, 6.011, -5.155)  -0.354
C (3.246, 4.950, -5.188)  0.070
N (4.046, 4.136, -5.227)  -0.400
H (1.141, 8.899, -6.880)  0.337
H (0.721, 8.276, -5.202)  0.307
H (0.343, 7.401, -6.660)  0.303
H (3.302, 7.711, -5.952)  0.370
H (2.481, 6.684, -7.080)  0.291
H (1.270, 5.444, -5.351)  0.286
H (2.173, 6.315, -4.108)  0.312
C (-5.403, 7.847, -0.028)  -1.093
C (-5.104, 7.987, -1.560)  -0.517
C (-4.536, 6.758, -2.283)  -0.254
C (-3.380, 6.256, -1.568)  0.225
N (-2.419, 5.801, -1.041)  -0.461
H (-4.427, 7.747, 0.447)  0.321
H (-5.922, 6.936, 0.269)  0.301
H (-5.948, 8.672, 0.430)  0.339
H (-4.596, 8.925, -1.783)  0.315
H (-6.010, 8.179, -2.135)  0.310
H (-4.412, 7.053, -3.325)  0.305
H (-5.289, 5.970, -2.266)  0.209
C (4.454, -4.629, 10.110)  -1.099
C (5.950, -4.340, 9.656)  -0.478
C (6.107, -4.245, 8.132)  -0.439
C (5.300, -3.144, 7.612)  0.242
N (4.667, -2.309, 7.161)  -0.409
H (3.800, -3.758, 10.060)  0.341
H (4.420, -4.952, 11.150)  0.329
H (3.908, -5.388, 9.549)  0.304
H (6.666, -5.065, 10.044)  0.329
H (6.364, -3.472, 10.168)  0.298
H (5.994, -5.194, 7.607)  0.297
H (7.127, -4.034, 7.809)  0.285
C (7.348, 3.829, 1.835)  -1.100
C (7.947, 4.558, 3.055)  -0.338
C (9.109, 5.415, 2.677)  -0.433
C (9.810, 5.900, 3.856)  0.128
N (10.340, 6.311, 4.763)  -0.382
H (8.087, 3.792, 1.035)  0.328
H (6.580, 4.432, 1.350)  0.304
H (6.837, 2.912, 2.129)  0.306
H (8.306, 3.849, 3.801)  0.346
H (7.226, 5.242, 3.503)  0.277
H (8.880, 6.325, 2.122)  0.256
H (9.801, 4.862, 2.041)  0.308
C (0.384, -0.775, -1.977)  -1.155
C (1.664, -1.077, -1.135)  -0.319
C (1.683, -0.262, 0.124)  -0.463
C (0.572, -0.491, 1.077)  0.227
N (-0.354, -0.646, 1.819)  -0.472
H (0.444, -1.106, -3.014)  0.313
H (0.156, 0.286, -2.073)  0.327
H (-0.475, -1.129, -1.408)  0.358
H (2.592, -0.881, -1.673)  0.301
H (1.621, -2.139, -0.893)  0.265
H (1.543, 0.802, -0.067)  0.272
H (2.579, -0.226, 0.743)  0.347
C (-0.420, -5.263, 5.951)  -1.114
C (-1.458, -6.198, 6.475)  -0.356
C (-2.658, -5.413, 6.991)  -0.462
C (-2.359, -4.451, 8.061)  0.249
N (-2.180, -3.649, 8.893)  -0.440
H (-0.780, -4.803, 5.030)  0.301
H (0.482, -5.860, 5.816)  0.294
H (-0.279, -4.406, 6.609)  0.374
H (-1.094, -6.797, 7.310)  0.296
H (-1.717, -6.964, 5.744)  0.318
H (-3.469, -6.022, 7.391)  0.290
H (-3.104, -4.805, 6.203)  0.247
C (0.863, 5.026, 4.569)  -1.160
C (-0.202, 5.745, 5.333)  -0.395
C (-1.633, 5.216, 5.065)  -0.424
C (-2.670, 6.112, 5.620)  0.170
N (-3.498, 6.820, 6.038)  -0.417
H (0.795, 5.218, 3.498)  0.331
H (0.750, 3.946, 4.671)  0.312
H (1.781, 5.347, 5.061)  0.321
H (-0.109, 6.822, 5.195)  0.356
H (-0.042, 5.599, 6.402)  0.309
H (-1.801, 4.185, 5.375)  0.320
H (-1.727, 5.152, 3.981)  0.277
C (5.638, -2.638, -7.963)  -1.139
C (6.777, -1.576, -8.144)  -0.422
C (8.140, -2.095, -8.783)  -0.330
C (8.402, -3.441, -8.259)  0.233
N (8.627, -4.533, -7.838)  -0.469
H (4.756, -2.257, -7.447)  0.327
H (5.978, -3.556, -7.484)  0.361
H (5.326, -2.955, -8.958)  0.293
H (6.869, -1.109, -7.163)  0.310
H (6.429, -0.796, -8.820)  0.283
H (8.978, -1.400, -8.712)  0.336
H (8.009, -2.269, -9.851)  0.218
N (-6.844, -7.085, 0.990)  -0.024
C (-6.462, -5.765, 1.239)  -0.610
C (-5.102, -5.699, 1.539)  -0.390
C (-4.566, -7.010, 1.388)  -0.228
C (-5.710, -7.853, 1.118)  -0.512
H (-7.812, -7.351, 0.883)  0.210
H (-7.177, -4.956, 1.214)  0.387
H (-4.440, -4.867, 1.727)  0.414
H (-3.538, -7.339, 1.425)  0.394
H (-5.658, -8.908, 0.895)  0.365
N (8.368, -5.493, -2.099)  0.001
C (9.035, -6.123, -1.149)  -0.415
C (8.376, -5.845, 0.025)  -0.468
C (7.317, -4.945, -0.276)  -0.261
C (7.315, -4.732, -1.611)  -0.522
H (8.629, -5.606, -3.068)  0.202
H (9.908, -6.713, -1.386)  0.354
H (8.617, -6.142, 1.035)  0.365
H (6.652, -4.490, 0.443)  0.376
H (6.644, -4.162, -2.237)  0.367
N (-6.336, -1.137, -3.833)  0.026
C (-7.111, -0.233, -4.479)  -0.541
C (-7.169, 0.881, -3.712)  -0.353
C (-6.615, 0.609, -2.462)  -0.349
C (-6.154, -0.677, -2.537)  -0.483
H (-6.120, -2.052, -4.201)  0.192
H (-7.296, -0.398, -5.530)  0.337
H (-7.564, 1.843, -4.006)  0.376
H (-6.594, 1.246, -1.590)  0.387
H (-5.681, -1.315, -1.804)  0.405
N (-4.327, -6.141, -3.887)  0.024
C (-4.843, -6.487, -5.107)  -0.534
C (-4.115, -5.891, -6.139)  -0.350
C (-2.931, -5.388, -5.569)  -0.361
C (-3.176, -5.484, -4.190)  -0.517
H (-4.726, -6.350, -2.984)  0.192
H (-5.760, -7.058, -5.086)  0.371
H (-4.373, -5.875, -7.188)  0.386
H (-2.078, -4.937, -6.054)  0.381
H (-2.459, -5.223, -3.426)  0.409
N (-1.092, 2.464, -9.640)  -0.001
C (-2.221, 3.190, -9.756)  -0.450
C (-2.975, 2.910, -8.557)  -0.358
C (-2.204, 2.032, -7.767)  -0.358
C (-0.999, 1.864, -8.418)  -0.602
H (-0.385, 2.302, -10.343)  0.208
H (-2.476, 3.737, -10.652)  0.374
H (-3.918, 3.370, -8.300)  0.380
H (-2.578, 1.576, -6.862)  0.429
H (-0.130, 1.287, -8.137)  0.378